No. 1
DFT (the ωB97M-V functional and the def2-TZVPD basis) results for a structure of composition C3H5NO2 at a distorted geometry.

Geometry (Å):
N: -0.018 -1.335 0.780
C: -0.723 -1.380 -0.390
O: -0.964 -0.183 -0.919
C: -0.371 1.018 -0.326
C: 1.145 0.944 -0.171
O: 1.760 1.626 0.618
H: 0.256 -2.300 1.013
H: -1.254 -1.719 0.741
H: -0.831 1.253 0.640
H: -0.619 1.804 -1.051
H: 1.647 0.269 -0.903

Values from the calculation:
Maximum force = 0.022 Eh/bohr
Energy above the lowest of the compared OMol25 structures with the same formula, charge and spin = 117.9 kcal per mole
Kohn-Sham gap = 9.84 eV
Electronic energy = -322.38652 a.u.

***

No. 2
DFT (the ωB97M-V functional and the def2-TZVPD basis) results for a structure of composition C55H47FGeLaN6O3P3S at a distorted geometry.

Geometry (Å):
La: -1.673 -1.172 0.689
F: 2.338 3.175 -2.258
Ge: 1.284 2.042 -1.517
C: 2.154 0.422 -2.115
C: 2.540 0.503 -3.472
C: 3.387 -0.432 -4.066
C: 3.889 -1.455 -3.271
C: 3.585 -1.544 -1.941
C: 2.658 -0.647 -1.414
P: 2.255 -0.753 0.402
C: 3.565 0.198 1.254
C: 4.500 1.026 0.605
C: 5.391 1.880 1.272
C: 5.240 1.981 2.642
C: 4.322 1.156 3.332
C: 3.522 0.223 2.648
C: 2.536 -2.534 0.838
C: 3.534 -3.080 1.638
C: 3.620 -4.454 1.825
C: 2.675 -5.322 1.272
C: 1.669 -4.788 0.466
C: 1.634 -3.419 0.202
C: -0.471 2.653 -2.299
C: -0.378 3.960 -2.839
C: -1.280 4.493 -3.752
C: -2.342 3.694 -4.168
C: -2.470 2.440 -3.590
C: -1.559 1.891 -2.662
P: -1.501 0.127 -2.311
C: -3.254 -0.354 -2.506
C: -4.269 0.408 -1.911
C: -5.553 0.069 -2.309
C: -5.826 -1.115 -3.036
C: -4.797 -2.053 -3.257
C: -3.494 -1.526 -3.088
C: -0.720 -0.636 -3.757
C: -0.542 -0.027 -5.010
C: 0.202 -0.612 -6.003
C: 0.690 -1.891 -5.789
C: 0.451 -2.532 -4.561
C: -0.202 -1.912 -3.528
C: 1.670 2.781 0.284
C: 2.830 3.593 0.333
C: 3.158 4.324 1.449
C: 2.310 4.234 2.569
C: 1.247 3.376 2.591
C: 0.955 2.589 1.482
P: -0.602 1.744 1.316
C: -0.917 1.012 2.964
C: -2.223 0.613 3.259
C: -2.528 0.070 4.499
C: -1.523 -0.065 5.463
C: -0.213 0.307 5.165
C: 0.080 0.820 3.904
C: -1.876 2.948 0.905
C: -1.492 4.295 1.044
C: -2.445 5.276 0.824
C: -3.795 4.929 0.484
C: -4.149 3.599 0.460
C: -3.201 2.604 0.648
H: 2.179 1.339 -4.053
H: 3.729 -0.278 -5.064
H: 4.648 -2.173 -3.621
H: 3.968 -2.307 -1.279
H: 4.554 0.950 -0.487
H: 6.220 2.388 0.765
H: 5.865 2.643 3.234
H: 4.218 1.255 4.398
H: 2.819 -0.420 3.169
H: 4.311 -2.431 2.016
H: 4.474 -4.872 2.392
H: 2.748 -6.387 1.443
H: 1.008 -5.462 -0.028
H: 0.980 -2.943 -0.543
H: 0.476 4.503 -2.467
H: -1.098 5.514 -4.174
H: -3.063 3.996 -4.926
H: -3.340 1.876 -3.925
H: -3.998 1.228 -1.266
H: -6.377 0.663 -1.926
H: -6.846 -1.379 -3.252
H: -4.978 -3.086 -3.492
H: -2.627 -2.084 -3.446
H: -0.930 0.981 -5.214
H: 0.406 -0.039 -6.905
H: 1.330 -2.362 -6.554
H: 0.921 -3.474 -4.406
H: -0.183 -2.336 -2.534
H: 3.430 3.740 -0.542
H: 3.980 4.992 1.407
H: 2.529 4.855 3.441
H: 0.625 3.296 3.463
H: -2.983 0.818 2.503
H: -3.534 -0.185 4.735
H: -1.755 -0.434 6.464
H: 0.577 0.162 5.864
H: 1.069 1.206 3.648
H: -0.484 4.576 1.283
H: -2.196 6.318 0.830
H: -4.568 5.679 0.368
H: -5.155 3.305 0.309
H: -3.483 1.560 0.535
N: -1.027 -2.289 3.316
N: -2.004 -3.352 3.273
C: -2.182 -4.146 2.207
N: -2.611 -5.379 2.326
N: -1.755 -3.573 1.085
N: -1.726 -4.212 -0.083
O: -1.283 -3.480 -0.978
O: -2.096 -5.366 -0.232
H: -0.288 -2.565 3.945
H: -1.487 -1.515 3.757
H: -2.207 -3.734 4.217
H: -2.892 -5.768 3.220
H: -2.743 -5.994 1.538
S: -4.289 -1.639 1.318
O: 2.757 -5.776 8.139
N: 1.768 -5.540 8.494

Values from the calculation:
Maximum force = 0.178 Eh/bohr
Energy above the lowest of the compared OMol25 structures with the same formula, charge and spin = 34.8 kcal per mole
Charge = +2
Kohn-Sham gap (alpha / beta) = 6.97 / 4.06 eV
Electronic energy = -6308.31599 a.u.

***

No. 3
DFT (the ωB97M-V functional and the def2-TZVPD basis) results for the molecule C16H16FN5OS at a distorted geometry.

Geometry (Å):
O: 0.374 -4.678 0.827
C: -0.064 -3.351 0.437
C: -0.163 -3.228 -1.070
N: -0.323 -1.812 -1.515
C: 0.666 -0.833 -1.604
C: 0.298 0.478 -1.902
C: 1.216 1.521 -1.854
C: 2.573 1.247 -1.610
F: 3.454 2.280 -1.501
C: 2.977 -0.041 -1.333
C: 2.026 -1.088 -1.363
C: -1.398 -2.959 1.140
S: -1.276 -1.268 1.855
C: -2.198 -0.215 0.749
N: -3.061 -0.690 -0.106
N: -3.639 0.404 -0.704
N: -3.083 1.498 -0.279
N: -2.133 1.156 0.613
C: -1.120 2.030 1.021
C: 0.164 1.551 1.422
C: 1.111 2.455 1.948
C: 0.875 3.827 1.904
C: -0.353 4.276 1.461
C: -1.331 3.426 1.004
H: 1.177 -4.955 0.347
H: 0.692 -2.649 0.728
H: -1.028 -3.814 -1.402
H: 0.733 -3.665 -1.549
H: -1.286 -1.511 -1.713
H: -0.717 0.783 -2.086
H: 0.868 2.525 -2.039
H: 4.044 -0.199 -1.129
H: 2.405 -2.087 -1.142
H: -2.266 -3.070 0.455
H: -1.560 -3.651 1.986
H: 0.469 0.546 1.396
H: 2.054 2.006 2.302
H: 1.599 4.587 2.200
H: -0.525 5.342 1.418
H: -2.250 3.827 0.688

Values from the calculation:
Maximum force = 0.050 Eh/bohr
Energy above the lowest of the compared OMol25 structures with the same formula, charge and spin = 0.0 kcal per mole
SMILES = O[C@@H](CNc1ccc(F)cc1)CSc1nnnn1-c1ccccc1
Kohn-Sham gap = 8.24 eV
Electronic energy = -1466.31612 a.u.

***

No. 4
DFT (the ωB97M-V functional and the def2-TZVPD basis) results for a cluster of 2 separate species, C59H62N5O2 in total at a distorted geometry.

Geometry (Å):
C: 6.851 4.692 3.130
N: 6.182 3.758 2.268
C: 6.884 3.052 1.331
O: 8.084 3.154 1.080
C: 5.915 2.105 0.661
C: 6.342 0.655 0.819
C: 6.477 0.294 2.276
C: 7.649 0.604 2.972
C: 7.763 0.328 4.332
C: 6.702 -0.274 5.018
C: 5.549 -0.636 4.312
C: 5.446 -0.370 2.945
N: 4.650 2.409 1.313
C: 3.527 1.745 0.971
C: 2.267 1.919 1.545
C: 1.119 1.202 1.194
C: -0.141 1.376 1.866
C: -1.245 0.505 1.645
C: -2.440 0.667 2.335
C: -2.589 1.703 3.270
C: -1.513 2.566 3.518
C: -0.316 2.411 2.829
C: 4.781 3.410 2.396
C: 4.488 2.872 3.825
C: 4.052 4.092 4.627
C: 3.705 5.221 3.635
C: 3.917 4.690 2.223
H: 7.875 4.789 2.763
H: 6.361 5.667 3.104
H: 6.881 4.342 4.168
H: 5.871 2.373 -0.404
H: 5.629 0.004 0.308
H: 7.313 0.567 0.319
H: 8.479 1.067 2.430
H: 8.690 0.579 4.849
H: 6.794 -0.495 6.084
H: 4.723 -1.136 4.821
H: 4.559 -0.675 2.381
H: 3.659 1.039 0.148
H: 2.218 2.653 2.353
H: 1.211 0.420 0.439
H: -1.123 -0.313 0.931
H: -3.263 -0.028 2.166
H: -3.530 1.835 3.802
H: -1.600 3.367 4.255
H: 0.496 3.111 3.030
H: 3.702 2.111 3.766
H: 5.393 2.391 4.221
H: 3.182 3.854 5.246
H: 4.855 4.411 5.302
H: 2.669 5.542 3.777
H: 4.342 6.093 3.820
H: 4.451 5.394 1.573
H: 2.973 4.423 1.742
C: -8.352 -0.386 -3.696
C: -7.031 -0.862 -3.152
C: -6.570 -0.361 -1.940
C: -5.337 -0.754 -1.404
C: -4.895 -0.133 -0.116
C: -4.571 -1.686 -2.116
N: -3.281 -2.055 -1.636
C: -2.998 -2.670 -0.418
C: -3.982 -3.026 0.589
C: -3.589 -2.858 1.937
C: -4.548 -2.905 2.948
C: -5.875 -3.235 2.649
C: -6.217 -3.592 1.341
C: -5.281 -3.511 0.315
N: -1.703 -2.853 -0.286
N: -1.124 -2.410 -1.461
C: 0.268 -2.691 -1.671
C: 0.666 -4.030 -1.504
C: -0.260 -5.119 -1.070
C: 1.984 -4.367 -1.829
C: 2.873 -3.421 -2.336
C: 4.264 -3.834 -2.722
C: 2.457 -2.100 -2.476
C: 1.182 -1.687 -2.082
C: 0.899 -0.218 -2.151
C: -2.058 -1.874 -2.261
C: -1.694 -1.350 -3.575
O: -0.609 -1.720 -4.087
C: -2.533 -0.367 -4.286
C: -2.533 -0.415 -5.764
C: -3.101 0.697 -3.542
C: -2.611 1.033 -2.252
C: -3.115 2.126 -1.557
C: -4.176 2.867 -2.089
C: -4.689 2.536 -3.348
C: -4.147 1.498 -4.085
C: -5.042 -2.265 -3.293
C: -4.300 -3.339 -4.019
C: -6.259 -1.813 -3.820
H: -8.570 -0.887 -4.645
H: -9.178 -0.591 -2.998
H: -8.340 0.700 -3.869
H: -7.169 0.377 -1.399
H: -3.814 -0.218 0.031
H: -5.144 0.938 -0.109
H: -5.402 -0.594 0.746
H: -2.540 -2.648 2.154
H: -4.255 -2.674 3.974
H: -6.633 -3.237 3.435
H: -7.231 -3.921 1.118
H: -5.542 -3.815 -0.698
H: 0.349 -6.002 -0.848
H: -0.830 -4.863 -0.174
H: -0.970 -5.404 -1.857
H: 2.323 -5.403 -1.716
H: 4.769 -3.005 -3.228
H: 4.847 -4.112 -1.833
H: 4.251 -4.704 -3.392
H: 3.139 -1.364 -2.913
H: 1.857 0.309 -2.247
H: 0.326 0.063 -3.041
H: 0.389 0.177 -1.269
H: -2.752 0.574 -6.180
H: -1.547 -0.752 -6.108
H: -3.284 -1.121 -6.151
H: -1.776 0.452 -1.847
H: -2.670 2.384 -0.594
H: -4.595 3.700 -1.518
H: -5.522 3.102 -3.764
H: -4.514 1.249 -5.083
H: -5.031 -3.913 -4.606
H: -3.562 -2.928 -4.720
H: -3.792 -4.033 -3.340
H: -6.610 -2.220 -4.772

Values from the calculation:
Maximum force = 0.081 Eh/bohr
Energy above the lowest of the compared OMol25 structures with the same formula, charge and spin = 0.0 kcal per mole
Charge = +1
Kohn-Sham gap = 2.91 eV
Electronic energy = -2709.47327 a.u.